{
  "formula": "C19H32I2MnN6O3P2",
  "method": "ωB97M-V/def2-TZVPD",
  "symbols": ["Mn", "C", "N", "C", "C", "N", "C", "P", "C", "N", "C", "C", "N", "C", "C", "N", "C", "C", "N", "C", "H", "H", "H", "H", "H", "H", "H", "H", "H", "H", "H", "H", "H", "H", "H", "I", "C", "I", "H", "H", "C", "C", "O", "P", "O", "C", "C", "O", "C", "C", "H", "H", "H", "H", "H", "H", "H", "H", "H", "H", "H", "H", "H", "H", "H"],
  "xyz": [[-0.1743, 0.0631, -0.0996], [0.6669, 4.6805, 2.7440], [0.1134, 3.3733, 2.4033], [-0.8861, 2.7348, 3.0773], [-1.1243, 1.5666, 2.4114], [-0.2799, 1.4944, 1.3382], [0.4590, 2.5920, 1.3534], [1.7578, 2.9394, 0.1339], [0.7572, 2.5895, -1.3482], [0.0253, 1.4934, -1.5118], [-0.5269, 1.5679, -2.7613], [-0.1241, 2.7284, -3.3516], [0.6846, 3.3641, -2.4501], [1.3286, 4.6586, -2.6592], [2.5234, 1.2845, 0.2184], [1.8657, 0.1307, 0.1289], [2.8122, -0.8584, 0.1710], [4.0460, -0.2922, 0.2915], [3.8503, 1.0589, 0.3191], [4.9064, 2.0632, 0.4341], [0.3136, 4.9548, 3.7334], [1.7533, 4.6375, 2.7581], [0.3380, 5.4315, 2.0284], [-1.3388, 3.1512, 3.9603], [-1.8328, 0.7881, 2.6400], [-1.1690, 0.7979, -3.1516], [-0.3427, 3.1465, -4.3184], [1.2212, 4.9292, -3.7052], [0.8576, 5.4228, -2.0442], [2.3871, 4.5956, -2.4190], [2.5533, -1.9003, 0.1094], [5.0268, -0.7292, 0.3578], [5.8614, 1.5487, 0.4787], [4.8992, 2.7209, -0.4320], [4.7760, 2.6475, 1.3420], [-2.9396, 0.0960, -0.4316], [-3.7669, 2.0122, 0.0266], [-2.6139, 3.7315, -0.3875], [-3.9983, 2.0021, 1.0840], [-4.6665, 2.0711, -0.5739], [0.5945, -5.0009, -2.1654], [1.3977, -3.9336, -1.4648], [0.6896, -3.4089, -0.2933], [-0.4029, -2.2650, -0.4594], [-0.4133, -1.6538, 1.0865], [0.3439, -2.0807, 2.2622], [-0.4549, -3.0662, 3.0756], [-1.8076, -2.9579, -0.6238], [-2.2831, -4.1460, 0.0905], [-3.2718, -4.8672, -0.7866], [1.1773, -5.3985, -2.9962], [-0.3341, -4.5976, -2.5698], [0.3634, -5.8229, -1.4886], [1.6298, -3.0972, -2.1282], [2.3270, -4.3288, -1.0619], [0.5405, -1.1588, 2.8072], [1.2870, -2.5106, 1.9319], [-1.4221, -2.6527, 3.3599], [0.0942, -3.3108, 3.9851], [-0.6110, -3.9934, 2.5251], [-2.7411, -3.7881, 1.0123], [-1.4220, -4.7678, 0.3339], [-4.0877, -4.2055, -1.0737], [-3.6917, -5.7084, -0.2351], [-2.7964, -5.2519, -1.6874]],
  "atomic_forces_ev_per_a": [[-0.021, 0.018, 0.010], [0.009, 0.041, 0.008], [0.033, -0.076, -0.040], [-0.053, -0.019, 0.007], [0.044, 0.060, 0.006], [-0.056, -0.114, 0.027], [-0.055, 0.071, 0.067], [0.027, -0.001, -0.033], [-0.015, -0.034, 0.044], [-0.018, -0.055, -0.152], [0.040, 0.013, 0.043], [-0.024, 0.009, 0.013], [0.010, -0.011, -0.038], [0.005, 0.021, 0.003], [-0.046, 0.030, -0.050], [0.014, -0.136, 0.008], [-0.033, 0.022, -0.009], [-0.007, -0.034, 0.012], [-0.003, -0.001, -0.005], [-0.002, 0.023, 0.003], [0.007, 0.001, -0.001], [-0.003, -0.006, -0.002], [-0.011, -0.008, -0.001], [0.015, 0.017, 0.006], [0.002, -0.010, -0.002], [-0.002, -0.005, -0.003], [0.011, 0.014, -0.003], [0.004, -0.001, 0.001], [-0.003, -0.004, -0.001], [-0.002, -0.001, 0.001], [0.016, 0.001, 0.010], [0.008, 0.002, 0.002], [0.002, 0.004, 0.000], [0.003, -0.004, 0.001], [0.003, -0.004, -0.001], [-0.041, -0.054, -0.069], [0.036, 0.007, 0.036], [-0.005, -0.006, -0.013], [0.000, 0.026, -0.001], [-0.016, -0.005, 0.027], [0.009, 0.021, 0.017], [-0.024, -0.017, 0.019], [-0.004, -0.060, -0.031], [0.013, 0.281, 0.224], [0.115, -0.014, 0.000], [-0.044, -0.036, 0.053], [0.004, -0.004, -0.020], [0.047, -0.007, -0.175], [-0.006, 0.021, 0.007], [-0.004, 0.017, 0.018], [-0.003, -0.010, -0.001], [-0.022, 0.002, -0.012], [0.004, 0.004, 0.002], [0.000, 0.005, -0.006], [0.010, -0.002, -0.006], [0.018, -0.014, 0.011], [0.007, 0.023, -0.011], [-0.001, 0.009, 0.003], [0.001, 0.011, 0.007], [-0.003, -0.003, -0.002], [0.009, -0.008, 0.009], [0.001, -0.009, -0.008], [-0.009, -0.002, 0.004], [0.001, -0.006, -0.005], [0.014, 0.008, -0.010]],
  "s_squared": 0.78,
  "total_charge": 2,
  "fmax_ev_per_a": 0.36,
  "spin_multiplicity": 2,
  "e_tot_ev": -101394.0268
}

---

{
  "formula": "C26H36Br2N3O6S",
  "method": "ωB97M-V/def2-TZVPD",
  "symbols": ["C", "C", "C", "C", "C", "C", "Br", "C", "C", "N", "N", "C", "C", "C", "C", "Br", "C", "N", "C", "S", "H", "H", "H", "H", "H", "H", "H", "H", "H", "H", "H", "H", "H", "H", "H", "H", "H", "H", "O", "C", "O", "C", "C", "C", "H", "H", "H", "H", "H", "H", "O", "C", "O", "C", "C", "C", "H", "H", "H", "H", "H", "H", "O", "C", "O", "C", "C", "C", "H", "H", "H", "H", "H", "H"],
  "xyz": [[-4.5892, -0.8177, 0.3185], [-4.2039, -1.5968, -0.7714], [-3.5275, -0.9999, -2.1052], [-2.1049, -0.4268, -1.7863], [-0.7568, -1.1416, -1.8815], [-0.8102, -2.6654, -2.3816], [-1.3463, -2.7822, -4.3152], [-1.6999, -3.6020, -1.4413], [-1.2583, -5.1507, -1.5161], [0.5232, -0.7159, -1.6140], [0.6564, 0.5447, -1.2388], [-0.4528, 1.3775, -1.1271], [-0.1344, 2.8939, -0.7147], [0.3989, 3.7743, -1.9452], [-0.5469, 5.0418, -2.2513], [0.5858, 2.7843, -3.6537], [-1.9096, 1.0498, -1.3403], [-3.0159, 1.9822, -1.1589], [-3.5274, 2.3249, -2.2793], [-3.9159, 2.5243, -3.8637], [-4.2348, 0.2272, 0.5436], [-5.3629, -1.2648, 1.0245], [-4.4212, -2.7029, -0.7242], [-4.2197, -0.1826, -2.4970], [-3.5569, -1.8328, -2.8642], [0.2335, -3.1306, -2.3657], [-2.7513, -3.5841, -1.8930], [-1.7577, -3.2575, -0.3657], [-0.1415, -5.2966, -1.4221], [-1.5595, -5.5351, -2.5432], [-1.8030, -5.7532, -0.7293], [1.6083, 0.9025, -1.0579], [0.6270, 2.9226, 0.1202], [-1.1061, 3.3724, -0.3724], [1.3992, 4.2186, -1.6240], [-0.0885, 5.6430, -3.1072], [-0.6327, 5.7203, -1.3466], [-1.5667, 4.6528, -2.5883], [1.0236, 3.9029, 3.8678], [0.8137, 2.7312, 3.7242], [0.9974, 2.0667, 2.5470], [0.5502, 0.7108, 2.6924], [0.5912, 0.4352, 4.1783], [0.2755, 1.7937, 4.7725], [-0.4622, 0.6312, 2.2824], [1.2108, 0.0445, 2.1345], [-0.0985, -0.3502, 4.4892], [1.6005, 0.1322, 4.4713], [-0.8002, 1.9538, 4.8747], [0.7785, 1.9429, 5.7267], [0.4666, -1.7220, 7.6121], [1.4196, -1.0355, 7.8635], [2.5190, -0.9325, 7.0644], [3.5045, -0.1181, 7.7173], [2.7360, 0.7176, 8.7152], [1.6013, -0.2066, 9.1083], [4.2341, -0.7744, 8.1997], [4.0181, 0.4979, 6.9780], [3.3441, 1.0494, 9.5574], [2.3313, 1.6064, 8.2214], [1.8790, -0.8636, 9.9354], [0.6946, 0.3482, 9.3450], [4.6940, -1.7568, -7.1021], [3.5040, -1.6084, -7.0974], [2.6145, -2.6110, -6.8606], [1.2811, -2.1178, -7.0374], [1.3841, -0.6189, -6.8618], [2.7737, -0.3238, -7.3917], [0.9357, -2.3960, -8.0373], [0.6218, -2.5717, -6.2967], [0.5923, -0.0700, -7.3739], [1.3356, -0.3659, -5.7976], [2.7713, -0.1550, -8.4707], [3.2332, 0.5160, -6.8724]],
  "atomic_forces_ev_per_a": [[0.092, -1.580, -1.386], [-0.467, 1.730, 1.608], [-0.162, -0.342, 1.069], [2.319, 3.329, 0.758], [-0.670, -1.055, -0.623], [1.003, -0.178, 1.515], [0.157, 0.164, 1.210], [-0.785, -0.930, -1.078], [-0.203, 0.623, -0.625], [-2.656, -0.454, -0.540], [-3.966, 0.761, 0.046], [-0.789, 2.479, 0.946], [-0.358, -0.728, -0.764], [-0.182, 1.933, 0.902], [0.270, -0.684, -0.422], [0.112, 0.282, 0.701], [2.388, -4.476, -0.932], [0.237, 0.120, -3.335], [1.153, -1.046, -1.329], [0.552, -0.108, 4.212], [-0.673, -1.118, -0.688], [1.570, 0.545, -0.680], [-0.034, 1.487, -0.469], [1.173, -0.955, 0.604], [0.561, 1.081, 0.738], [-1.299, 1.155, -0.114], [1.331, 0.041, 0.958], [0.308, -0.082, -1.283], [-1.232, 0.242, 0.106], [0.398, 0.342, 1.313], [0.683, 0.747, -0.907], [-0.734, -0.286, -0.178], [-0.930, -0.147, -0.821], [1.262, -0.766, -0.223], [-1.104, -0.964, -0.866], [-0.658, -0.856, 1.197], [0.047, -0.962, -0.975], [1.269, 0.692, 0.533], [0.121, -0.531, -0.593], [-0.198, 1.068, 0.645], [0.080, 0.147, -0.158], [-0.047, -0.364, -0.166], [-0.039, -0.521, 0.371], [0.233, -0.518, -0.040], [-0.010, 0.032, 0.016], [0.016, 0.201, -0.079], [0.091, 0.014, -0.062], [-0.115, -0.043, -0.032], [0.071, 0.123, 0.089], [-0.221, 0.265, -0.046], [0.552, 0.274, -0.453], [-0.650, -0.614, 0.273], [-0.428, -0.021, -0.022], [0.504, 0.157, -0.029], [0.081, 0.446, 0.331], [0.178, 0.501, -0.047], [-0.055, 0.008, -0.042], [-0.068, -0.233, -0.093], [0.020, -0.029, -0.117], [0.075, -0.041, 0.044], [-0.157, -0.017, -0.024], [-0.064, -0.355, 0.107], [-0.581, -0.297, 0.215], [0.975, 0.036, -0.337], [0.214, 0.124, 0.090], [-0.397, -0.183, -0.034], [-0.358, 0.455, 0.031], [-0.430, 0.193, 0.325], [0.040, 0.018, 0.031], [0.256, -0.139, -0.119], [0.005, -0.104, 0.027], [-0.034, -0.045, -0.049], [0.133, 0.037, 0.057], [0.227, -0.081, -0.286]],
  "total_charge": 1,
  "fmax_ev_per_a": 5.16,
  "e_tot_ev": -195210.4687
}